{
  "formula": "C7H15FNO4",
  "method": "wB97M-V/def2-TZVPD",
  "homo_ev": -2.9,
  "lumo_ev": 3.0,
  "e_above_lowest_kj_mol": 0.0,
  "charge": -1,
  "e_tot_ha": -731.20317,
  "orbital_gap_ev": 5.95,
  "elements": ["F", "O", "O", "O", "O", "N", "C", "C", "C", "C", "C", "C", "C", "H", "H", "H", "H", "H", "H", "H", "H", "H", "H", "H", "H", "H", "H", "H"],
  "positions_angstrom": [[2.8629, 1.8061, 2.3501], [-2.3388, -0.6941, -1.5211], [4.2673, 1.3482, -0.2289], [3.0416, 1.9187, -0.6930], [-2.0160, 1.0842, -0.2816], [1.8171, 0.3558, 0.7536], [-1.0606, -0.9132, 0.5897], [1.6207, 1.3005, 1.7504], [0.8057, 2.5605, 1.4303], [-1.8087, -0.0893, -0.4221], [-2.0366, -2.0378, -1.8800], [2.0086, 0.9135, -0.5249], [-2.8997, -3.0349, -1.1329], [-0.6443, -1.8333, 0.1874], [0.2287, 2.8396, 2.3093], [0.0897, 2.3950, 0.6367], [-2.7303, -2.9838, -0.0582], [1.1227, 1.4011, -0.9575], [-3.9557, -2.8222, -1.3055], [-1.7467, -1.1556, 1.4051], [4.6407, 2.1060, 0.2419], [2.2722, 0.0919, -1.2012], [1.4439, 3.3932, 1.1698], [-2.6864, -4.0523, -1.4661], [1.1191, 0.7861, 2.5744], [-2.2489, -2.1012, -2.9475], [-0.9715, -2.2382, -1.7587], [-0.1967, -0.3446, 0.9805]],
  "lowdin_charge": [-0.14, -0.02, -0.07, -0.18, 0.10, -0.08, 0.00, -0.51, -0.06, -0.51, -0.25, -0.37, -0.08, 0.07, 0.06, 0.04, 0.06, 0.09, 0.08, 0.09, 0.08, 0.09, 0.06, 0.07, 0.10, 0.12, 0.11, 0.06]
}

{
  "formula": "CH11NO4",
  "method": "wB97M-V/def2-TZVPD",
  "homo_ev": -10.0,
  "lumo_ev": 0.9,
  "e_above_lowest_kj_mol": 164.6,
  "e_tot_ha": -400.35884,
  "smiles": "C=N.O.O.O.O",
  "orbital_gap_ev": 10.88,
  "elements": ["O", "O", "O", "O", "N", "C", "H", "H", "H", "H", "H", "H", "H", "H", "H", "H", "H"],
  "positions_angstrom": [[-1.0798, -1.0379, 0.1039], [-1.4593, 1.2831, 1.6207], [-0.8154, 0.2132, -2.2164], [-1.2135, 2.5256, -1.0253], [2.1222, -2.0907, 1.3762], [3.0000, -1.9217, 0.4756], [-1.0591, -0.6879, -0.8262], [4.0464, -1.6210, 0.5868], [2.6063, -2.2087, -0.4090], [-0.6603, 1.0356, -1.8851], [-2.1090, 1.1687, 2.2688], [-1.4750, 0.2614, -2.8976], [-0.3057, -1.1313, 0.5432], [-1.5675, 2.4302, -0.0612], [2.2931, -1.9224, 2.3770], [-1.4621, 0.3457, 1.0854], [-0.8612, 3.3580, -1.1169]],
  "lowdin_charge": [-0.04, -0.12, 0.00, -0.05, 0.02, -0.11, 0.03, 0.07, 0.02, -0.05, -0.01, 0.07, -0.04, 0.09, 0.05, 0.08, 0.00]
}

{
  "formula": "C26H32ClO4Zn",
  "method": "wB97M-V/def2-TZVPD",
  "homo_ev": -3.9,
  "lumo_ev": 2.2,
  "e_above_lowest_kj_mol": 0.0,
  "charge": -1,
  "e_tot_ha": -3550.35712,
  "orbital_gap_ev": 6.04,
  "elements": ["Zn", "Cl", "O", "O", "O", "O", "C", "C", "C", "C", "C", "C", "C", "C", "C", "C", "C", "C", "C", "C", "C", "C", "C", "C", "C", "C", "C", "C", "C", "C", "C", "C", "H", "H", "H", "H", "H", "H", "H", "H", "H", "H", "H", "H", "H", "H", "H", "H", "H", "H", "H", "H", "H", "H", "H", "H", "H", "H", "H", "H", "H", "H", "H", "H"],
  "positions_angstrom": [[0.3297, -0.3486, 1.3088], [0.2795, -2.1877, 8.8515], [1.3038, -1.7769, 2.1712], [1.9706, -3.8832, 2.6598], [0.2830, -0.8298, -4.6202], [-0.4000, 0.4281, -1.2056], [-1.5729, -0.6591, 2.3873], [0.7483, 0.4638, -2.1470], [-1.0973, 1.4121, -1.9883], [0.9177, -3.6185, 6.6440], [-2.4044, 1.2178, 1.3038], [1.4848, -2.7966, 2.9740], [0.3790, -1.2722, 6.3146], [-2.2890, 1.5141, 2.6775], [1.2398, -1.5820, -6.7416], [1.3638, 2.3139, 0.5993], [-2.3418, 0.8250, -2.6240], [1.0885, -2.6320, 4.4259], [1.1187, -1.8201, -5.2273], [-1.8955, -0.1008, 1.0756], [1.1847, -3.7428, 5.2771], [-1.2613, 2.7716, -1.3973], [0.5419, -2.3735, 7.1677], [0.2338, -0.4605, -7.0651], [1.8865, 1.1479, 1.2796], [1.5647, 1.3174, 2.6864], [0.7683, 2.4773, 2.8213], [0.6698, -1.4063, 4.9582], [0.0507, 1.5007, -3.0136], [-0.1596, 0.0681, -5.6812], [-1.8333, 0.3682, 3.3579], [0.6370, 3.0889, 1.5371], [-2.5527, 2.4740, 3.1404], [0.5830, -0.5508, 4.2894], [1.0135, -4.4702, 7.3020], [-2.6405, 1.4925, -3.4399], [0.0446, -0.3155, 6.7095], [-3.1702, 0.7405, -1.9048], [0.3096, 1.0577, -5.5740], [0.6884, 0.3470, -7.6555], [1.6647, 0.8115, -1.6516], [0.8833, -0.5331, -2.5884], [1.0295, -2.4926, -7.3124], [0.7179, -2.8120, -4.9997], [-1.7211, 2.7793, -0.4193], [0.5271, 2.4885, -3.1067], [-0.3835, 1.1396, -3.9362], [0.0938, 4.0100, 1.3315], [2.0917, -1.7837, -4.7193], [1.5678, 2.5788, -0.4345], [2.2539, -1.2391, -6.9567], [-2.1168, -0.1620, -3.0534], [-1.9841, -0.6772, 0.1487], [0.3364, 2.8346, 3.7529], [-0.6584, -0.8404, -7.5706], [-1.7568, 0.2438, 4.4391], [2.6393, 0.4463, 0.9011], [-2.9036, 1.8552, 0.5714], [1.9792, 0.7175, 3.4958], [-0.2925, 3.2699, -1.3348], [-1.3885, -1.7121, 2.6065], [-1.2487, 0.2335, -5.5951], [1.4880, -4.7095, 4.8794], [-1.8842, 3.3534, -2.0821]],
  "lowdin_charge": [0.84, 0.65, -0.13, 0.02, -0.17, -0.14, -0.23, -0.10, -0.57, -0.11, -0.16, -0.57, -0.10, -0.16, -0.15, -0.18, -0.01, -0.12, -0.19, -0.22, -0.02, -0.03, -0.70, -0.15, -0.27, -0.19, -0.15, -0.02, -0.09, -0.21, -0.16, -0.15, 0.09, 0.07, 0.09, 0.09, 0.10, 0.09, 0.11, 0.11, 0.10, 0.11, 0.11, 0.12, 0.05, 0.12, 0.04, 0.08, 0.12, 0.07, 0.10, 0.09, 0.09, 0.09, 0.10, 0.08, 0.09, 0.07, 0.08, 0.07, 0.09, 0.12, 0.11, 0.09]
}

{
  "formula": "C46H47BrN4O5TeV",
  "method": "wB97M-V/def2-TZVPD",
  "homo_ev": -9.6,
  "lumo_ev": -4.4,
  "e_above_lowest_kj_mol": 0.0,
  "charge": 1,
  "e_tot_ha": -6162.21367,
  "orbital_gap_ev": 5.21,
  "elements": ["Te", "Br", "V", "O", "O", "O", "O", "O", "N", "N", "N", "N", "C", "C", "C", "C", "C", "C", "C", "C", "C", "C", "C", "C", "C", "C", "C", "C", "C", "C", "C", "C", "C", "C", "C", "C", "C", "C", "C", "C", "C", "C", "C", "C", "C", "C", "C", "C", "C", "C", "C", "C", "C", "C", "C", "C", "C", "C", "H", "H", "H", "H", "H", "H", "H", "H", "H", "H", "H", "H", "H", "H", "H", "H", "H", "H", "H", "H", "H", "H", "H", "H", "H", "H", "H", "H", "H", "H", "H", "H", "H", "H", "H", "H", "H", "H", "H", "H", "H", "H", "H", "H", "H", "H", "H"],
  "positions_angstrom": [[-0.8534, 2.2907, -1.7951], [3.5192, -1.1840, 3.9442], [-0.5605, -0.9721, 1.2217], [0.9086, -2.1014, -1.8727], [2.4157, -3.4361, 0.4999], [-0.3141, -2.7674, 1.9610], [-2.0852, 2.6464, 1.8923], [1.1729, -1.2226, 2.1330], [-0.3887, -0.9705, -0.3883], [-0.7019, 0.7979, 1.8374], [-2.6434, -0.6539, 0.9119], [-1.4160, -0.8403, 3.6494], [-0.1922, -1.7279, -1.5964], [-0.4535, 8.3434, -3.9106], [-0.6718, -0.8893, 6.3114], [-2.4895, -3.4017, -4.0206], [-2.9168, 0.6570, 0.9135], [-0.4731, 3.4544, -4.9063], [-0.5829, 4.5349, -3.8649], [-3.5706, -2.5278, -4.0454], [-4.1590, 1.1450, 0.5665], [3.4748, 1.7762, -2.0731], [-1.4005, -3.1300, -3.2121], [-0.7561, 4.2882, -2.4955], [2.0911, 3.1532, -0.5008], [-1.0583, 5.1903, -0.1045], [3.6307, 0.8934, -3.1320], [-5.1464, 0.2367, 0.2122], [-1.8466, 1.5251, 1.5231], [-1.5631, -1.8337, 5.8121], [0.9089, -4.4610, 3.7510], [-0.5836, 0.0799, 4.1389], [-4.8606, -1.1195, 0.2286], [-3.5841, -1.5318, 0.5712], [1.4879, -3.2183, 3.4752], [1.2563, 0.8360, -3.4146], [-1.8952, -1.7776, 4.4748], [-3.5686, -1.3879, -3.2545], [-0.1725, 0.0827, 5.4657], [-2.4896, -1.1218, -2.4253], [0.8051, -2.3860, 2.4828], [-0.1130, 1.1122, 3.1370], [-0.8414, 5.3551, -1.5864], [2.4022, -4.8526, 0.4459], [3.7292, -2.9025, 0.3501], [3.2461, -3.7369, 5.0396], [-0.7419, 6.6534, -2.0734], [1.0996, 1.7177, -2.3513], [2.5192, 0.4154, -3.8056], [-1.4062, -1.9931, -2.4050], [-0.5570, 6.9259, -3.4216], [1.4888, -5.3358, 4.6469], [-0.4813, 5.8545, -4.2972], [2.2160, 2.1994, -1.6561], [2.6610, -2.8536, 4.1446], [3.6740, -1.4198, 0.0623], [1.0027, -5.3308, 0.1190], [2.6673, -4.9720, 5.2835], [0.3192, -5.2134, 0.9577], [4.1560, -3.4490, 5.5466], [-1.9804, -2.6026, 6.4465], [-2.1092, 5.3468, 0.1500], [1.6245, 4.0907, -0.8115], [-0.2041, 8.3800, -4.9698], [-5.6059, -1.8571, -0.0315], [-0.5390, -3.7845, -3.1950], [-4.4116, -2.7316, -4.6952], [-2.5616, -2.5094, 4.0327], [3.0967, -5.1928, -0.3302], [-3.3030, -2.5775, 0.5706], [4.2267, -3.4262, -0.4742], [3.0710, 3.3824, -0.0836], [4.3504, 2.1477, -1.5535], [-0.7831, 4.2028, 0.2577], [4.6806, -1.0624, -0.1625], [-2.4675, -0.2163, -1.8331], [-0.4788, 5.9323, 0.4456], [0.5244, 0.8319, 5.8172], [3.3010, -0.8583, 0.9170], [-1.0154, 2.5534, -4.6233], [-2.4932, -4.2871, -4.6418], [0.6128, -4.7560, -0.7227], [-6.1333, 0.5841, -0.0624], [3.0389, -1.2194, -0.7988], [-4.3315, 2.2115, 0.6064], [-1.3968, 8.8736, -3.7682], [3.1416, -5.6493, 5.9812], [4.3108, -3.1026, 1.2615], [0.3132, 8.8917, -3.3616], [1.4643, 2.7322, 0.2896], [2.7551, -5.2671, 1.4013], [0.3829, 0.4803, -3.9490], [0.5702, 3.1716, -5.0640], [1.0202, -6.3841, -0.1629], [4.6234, 0.5776, -3.4265], [-0.8021, 7.4780, -1.3702], [-0.3416, 6.0441, -5.3560], [-0.4487, 2.1073, 3.4336], [0.9754, 1.1144, 3.0765], [-0.8684, 3.8105, -5.8574], [-0.3720, -0.9148, 7.3507], [1.0298, -6.2941, 4.8461], [-0.0083, -4.7221, 3.2431], [2.6292, -0.2747, -4.6316], [-4.4016, -0.6979, -3.2927]],
  "lowdin_charge": [1.48, 0.88, 1.06, 0.14, -0.19, -0.07, 0.11, -0.10, 0.06, -0.07, 0.02, 0.08, -0.44, -0.04, -0.03, -0.06, -0.20, -0.08, -0.30, -0.06, 0.04, -0.05, -0.01, -0.40, -0.06, -0.09, -0.08, -0.01, -0.49, -0.04, -0.01, -0.24, -0.02, -0.08, -0.16, -0.17, -0.11, -0.06, 0.00, -0.07, -0.53, -0.11, -0.31, -0.26, -0.25, -0.11, -0.02, -0.46, -0.08, -0.15, -0.26, -0.05, -0.01, -0.30, -0.57, -0.07, -0.05, -0.04, 0.05, 0.10, 0.11, 0.09, 0.07, 0.08, 0.12, 0.12, 0.11, 0.12, 0.12, 0.14, 0.12, 0.08, 0.11, 0.00, 0.09, 0.04, 0.09, 0.13, 0.04, 0.03, 0.11, 0.07, 0.12, 0.06, 0.14, 0.09, 0.12, 0.12, 0.08, 0.06, 0.12, 0.09, 0.09, 0.08, 0.11, 0.12, 0.12, 0.14, 0.12, 0.08, 0.12, 0.11, 0.12, 0.11, 0.11]
}